{
  "formula": "H22NeO11",
  "method": "wB97M-V/def2-TZVPD",
  "elements": ["Ne", "O", "H", "H", "O", "H", "H", "O", "H", "H", "O", "H", "H", "O", "H", "H", "O", "H", "H", "O", "H", "H", "O", "H", "H", "O", "H", "H", "O", "H", "H", "O", "H", "H"],
  "positions_angstrom": [[-0.0384, -0.1301, 0.0434], [-1.3432, -1.5231, -3.0507], [-1.8119, -0.7525, -2.7301], [-0.7150, -1.1756, -3.6839], [0.5356, 2.2511, -3.3987], [0.4976, 2.0801, -2.4576], [-0.2571, 2.7548, -3.5832], [1.1342, 2.8179, -0.6968], [1.2012, 3.6276, -1.2028], [0.3200, 2.9106, -0.2021], [-0.8091, -0.1127, 3.0224], [0.1071, 0.1168, 2.8672], [-0.8832, -1.0194, 2.7245], [0.3838, -3.7827, -0.2898], [0.1231, -4.1740, 0.5440], [0.9147, -4.4560, -0.7153], [-3.1782, 1.2829, 2.5703], [-2.4671, 0.6769, 2.7786], [-3.9597, 0.7316, 2.5311], [-2.5875, -2.4003, -0.2485], [-1.8677, -2.3762, -0.8791], [-2.1601, -2.5265, 0.5986], [3.0331, 0.5827, -1.5929], [2.5623, -0.1794, -1.2558], [2.4731, 1.3273, -1.3734], [2.0854, 0.4611, 2.7380], [2.3777, 1.3107, 2.4079], [2.8613, -0.0968, 2.6849], [-1.8676, 2.9073, 0.3871], [-2.2908, 2.8615, 1.2444], [-2.5373, 2.6071, -0.2274], [2.9101, -2.0432, -0.1548], [2.0449, -2.4527, -0.1521], [3.2087, -2.1070, 0.7524]],
  "forces_ev_per_a": [[0.0, 0.0, 0.0], [-0.1, -0.3, 0.2], [-0.2, 0.2, 0.1], [0.3, 0.1, -0.2], [0.0, -0.1, -0.6], [0.2, -0.1, 0.5], [-0.2, 0.1, -0.1], [0.3, -0.2, 0.0], [0.2, 0.3, -0.2], [-0.6, -0.1, 0.4], [-0.5, -0.2, 0.2], [0.7, 0.3, -0.1], [0.0, -0.2, 0.0], [0.1, 0.4, 0.1], [-0.1, -0.2, 0.2], [0.1, -0.2, -0.3], [-0.5, 0.4, -0.1], [0.8, -0.2, 0.1], [-0.3, 0.0, 0.0], [-0.4, 0.1, 0.2], [0.4, -0.1, -0.4], [0.0, 0.0, 0.1], [0.2, 0.1, -0.2], [0.1, -0.4, 0.2], [-0.2, 0.3, 0.1], [-0.3, -0.1, 0.1], [0.0, 0.3, -0.2], [0.1, -0.2, 0.0], [0.6, 0.3, -0.4], [-0.2, -0.3, 0.5], [-0.1, -0.1, -0.1], [0.2, 0.2, -0.1], [-0.6, -0.3, 0.0], [0.1, 0.0, 0.1]],
  "homo_lumo_gap_ev": 10.21,
  "lumo_energy_ev": -0.18,
  "mol_weight_g_mol": 218.3,
  "relative_energy_kcal_mol": 23.4,
  "e_homo_ev": -10.391,
  "multiplicity": 1,
  "total_energy_ha": -969.77563
}